1.
Formula: C37H55Br3F3O20PS2
Source: OMol25
Level of theory: wB97M-V/def2-TZVPD

Computed properties:
Gap between HOMO and LUMO ... 8.973 eV
Lowest unoccupied orbital energy ... -0.197 eV
Structure (SMILES) ... O=S1(=O)O[C@](S)(CC[C@](F)(Br)C(F)(F)Br)[C@](CCCO)(P(O)Br)O1.O=C1CCCO1.O=C1CCCO1.O=C1CCCO1.O=C1CCCO1.O=C1CCCO1.O=C1CCCO1.O=C1CCCO1
F_max ... 2.60 eV/Å
Charge ... 0

Last column: Löwdin charge in e.
Element x y z (Å)
O 3.9068 -5.1572 2.4552  -0.16
S 3.2764 -3.9951 2.0275  0.55
O 2.4692 -4.1218 0.8864  -0.22
O 2.5727 -3.3153 3.2961  -0.23
C 2.5697 -1.8727 3.2602  -0.67
S 2.7667 -1.1073 4.9137  0.92
C 1.2487 -1.5256 2.5403  -0.20
C -0.0156 -1.5260 3.4139  -0.16
C -0.7739 -2.8381 3.5822  -0.80
F -2.0218 -2.4727 3.9886  -0.08
Br -0.0860 -3.9416 5.0322  0.88
C -0.9608 -3.6618 2.2713  -0.94
F -1.0812 -2.8614 1.2365  0.09
F -0.0094 -4.5416 2.1279  0.05
Br -2.6352 -4.7003 2.3804  0.85
C 3.8857 -1.5906 2.4264  -0.62
C 5.1872 -1.2852 3.1847  -0.22
C 5.6892 -2.4434 4.1036  -0.14
C 7.0799 -2.9862 3.7102  -0.22
O 7.0074 -4.3915 3.4717  -0.07
P 3.8809 -0.2359 1.0959  0.70
O 3.2695 1.0967 1.8938  -0.34
Br 2.4000 -0.8159 -0.5133  0.42
O 4.2321 -2.7557 1.6745  -0.23
H 2.2929 0.1333 4.6717  -0.09
H 1.1837 -2.1443 1.6542  0.06
H 1.3541 -0.5044 2.1765  0.08
H -0.7210 -0.8582 2.9242  0.13
H 0.1421 -1.1263 4.4096  0.08
H 5.9480 -1.1762 2.4128  0.09
H 5.1725 -0.3309 3.7006  0.10
H 4.9332 -3.2203 4.1252  0.10
H 5.7066 -2.0257 5.1070  0.10
H 7.7212 -2.8679 4.5749  0.11
H 7.4909 -2.5017 2.8253  0.12
H 6.4524 -4.4797 2.6819  0.05
H 3.1257 0.8145 2.8113  0.01
O 0.8387 1.5826 -3.5381  0.11
C 0.7412 0.4924 -4.0235  -0.48
O 1.2121 -0.6287 -3.4220  -0.06
C 1.0432 -1.7588 -4.2979  -0.15
C -0.0651 -1.3564 -5.2591  -0.15
C 0.1403 0.1505 -5.3701  -0.08
H 1.9903 -1.9446 -4.8091  0.13
H 0.7846 -2.6349 -3.7068  0.12
H -0.0205 -1.8801 -6.2119  0.12
H -1.0382 -1.5618 -4.8086  0.12
H 0.8548 0.4080 -6.1525  0.14
H -0.7899 0.6801 -5.5227  0.10
O -1.1849 0.5226 -8.2550  0.13
C -2.1375 1.2015 -8.0049  -0.48
O -2.3408 1.7933 -6.7993  0.00
C -3.6229 2.4491 -6.7801  -0.15
C -3.9657 2.6944 -8.2406  -0.15
C -3.3018 1.5040 -8.9279  -0.07
H -4.3410 1.7895 -6.2886  0.13
H -3.5459 3.3714 -6.2090  0.12
H -5.0356 2.7725 -8.4228  0.12
H -3.4992 3.6204 -8.5801  0.12
H -3.9572 0.6325 -8.9619  0.13
H -2.9487 1.7491 -9.9253  0.13
O -4.9246 -6.2525 8.7839  0.11
C -4.7750 -5.5621 7.8182  -0.49
O -4.1846 -6.0031 6.6790  0.03
C -4.0554 -4.9130 5.7438  -0.17
C -5.1007 -3.8953 6.1658  -0.16
C -5.1541 -4.0990 7.6738  -0.07
H -3.0406 -4.5156 5.8120  0.09
H -4.2219 -5.2796 4.7339  0.07
H -4.8579 -2.8939 5.8666  0.07
H -6.0666 -4.1542 5.7260  0.13
H -4.4132 -3.4903 8.1946  0.13
H -6.1443 -3.9149 8.0793  0.13
O 6.1656 -3.9896 0.1587  0.12
C 6.0563 -5.1015 -0.2753  -0.48
O 6.4778 -6.1950 0.3942  0.03
C 6.3077 -7.3681 -0.4201  -0.15
C 5.2384 -6.9943 -1.4350  -0.15
C 5.4856 -5.4997 -1.6203  -0.06
H 7.2648 -7.6042 -0.8906  0.13
H 6.0116 -8.2027 0.2105  0.13
H 5.2981 -7.5722 -2.3554  0.12
H 4.2484 -7.1505 -1.0037  0.12
H 6.2308 -5.2978 -2.3914  0.13
H 4.5697 -4.9531 -1.8283  0.13
O -0.8259 7.6744 -6.0039  0.12
C -0.1973 6.9405 -5.2992  -0.48
O 0.3142 7.3268 -4.1027  0.00
C 1.1077 6.2606 -3.5418  -0.15
C 0.6021 4.9930 -4.2106  -0.15
C 0.1867 5.5029 -5.5870  -0.07
H 2.1585 6.4587 -3.7634  0.13
H 0.9741 6.2413 -2.4624  0.12
H 1.3404 4.1955 -4.2379  0.11
H -0.2733 4.6177 -3.6794  0.12
H 1.0170 5.4957 -6.2948  0.13
H -0.6578 4.9520 -5.9916  0.12
O -3.0813 11.6653 -0.4527  0.12
C -2.3737 10.9522 -1.0996  -0.49
O -1.7580 9.8557 -0.5859  0.02
C -0.8939 9.2678 -1.5761  -0.16
C -1.4314 9.7494 -2.9118  -0.16
C -1.9874 11.1252 -2.5567  -0.07
H 0.1276 9.6088 -1.3915  0.13
H -0.9242 8.1846 -1.4818  0.12
H -0.6806 9.7629 -3.6966  0.11
H -2.2449 9.1005 -3.2394  0.12
H -1.2276 11.9049 -2.6278  0.13
H -2.8534 11.3875 -3.1573  0.12
O -5.9622 -1.2112 6.5300  0.12
C -5.8106 -0.5253 5.5616  -0.47
O -5.2111 -0.9690 4.4283  0.02
C -5.0767 0.1086 3.4864  -0.15
C -6.1313 1.1269 3.8934  -0.15
C -6.1933 0.9334 5.4064  -0.07
H -4.0623 0.5074 3.5598  0.13
H -5.2312 -0.2735 2.4800  0.13
H -5.8894 2.1421 3.5850  0.12
H -7.0923 0.8616 3.4503  0.12
H -5.4573 1.5463 5.9285  0.13
H -7.1868 1.1162 5.8053  0.13



2.
Formula: C37H55F5N7O5Si2SnTe2
Source: OMol25
Level of theory: wB97M-V/def2-TZVPD

Computed properties:
Gap between HOMO and LUMO ... 5.345 eV
Lowest unoccupied orbital energy ... -9.966 eV
Energy above the lowest of the compared OMol25 structures with the same formula, charge and spin ... 64.7 kcal per mole
F_max ... 1.03 eV/Å
Charge ... +3

Last column: Löwdin charge in e.
Element x y z (Å)
Sn 0.2031 0.5969 -0.1038  1.26
C -2.2862 4.5117 0.6224  0.00
O -2.9827 3.3915 1.2632  0.07
C -2.2469 2.3197 1.0534  -0.30
N -1.1552 2.4514 0.4009  0.02
C -0.9931 3.8718 0.0467  -0.21
C 0.2835 4.4715 0.6023  -0.19
C 0.6726 5.7342 0.1601  -0.03
C 1.8045 6.3463 0.6771  -0.05
C 2.5686 5.6989 1.6405  -0.07
C 2.1896 4.4398 2.0823  -0.08
C 1.0500 3.8286 1.5674  -0.06
C -2.7386 1.0088 1.5375  -0.16
C -4.0417 0.8165 1.9710  0.06
C -4.4477 -0.4769 2.2571  0.02
C -3.5572 -1.5217 2.0548  0.06
C -2.2762 -1.2221 1.6223  -0.16
N -1.8568 0.0254 1.4077  0.10
C -1.3239 -2.2811 1.2244  -0.32
N -0.1464 -2.0393 0.8101  0.02
C 0.3691 -3.2917 0.2536  -0.23
C -0.6444 -4.3513 0.7296  -0.02
O -1.7552 -3.5403 1.2020  0.06
C 1.8197 -3.4542 0.6124  -0.15
C 2.6905 -2.2893 0.4689  -0.27
C 4.1115 -2.4725 0.5916  -0.07
C 4.6286 -3.6735 0.9856  -0.03
C 3.7589 -4.7495 1.2067  0.05
C 2.3765 -4.6460 1.0078  0.02
H -2.0856 5.2567 1.3845  0.14
H -2.9484 4.9196 -0.1333  0.14
H -0.9748 3.9436 -1.0419  0.15
H 0.0838 6.2446 -0.5971  0.13
H 2.0867 7.3338 0.3334  0.12
H 3.4454 6.1820 2.0537  0.11
H 2.7701 3.9416 2.8517  0.10
H 0.7454 2.8591 1.9443  0.08
H -4.7133 1.6606 2.0539  0.14
H -5.4560 -0.6739 2.5955  0.13
H -3.8502 -2.5515 2.2068  0.14
H 0.3344 -3.1899 -0.8419  0.15
H -0.3050 -4.9585 1.5686  0.13
H -1.0053 -4.9920 -0.0671  0.15
H 2.3302 -1.5153 -0.2214  0.09
H 4.7676 -1.6437 0.3602  0.09
H 5.6967 -3.8066 1.0943  0.14
H 4.1717 -5.7043 1.5138  0.14
H 1.7588 -5.5281 1.1187  0.13
N 2.4970 2.0578 -1.6468  0.05
C 1.9626 2.7581 -2.8220  -0.28
C 2.9013 2.7848 -4.0351  -0.13
C 2.5480 3.8457 -5.0920  -0.16
C 2.6488 3.2893 -6.5114  -0.14
N 1.6554 2.2417 -6.7619  0.09
C 0.3503 2.4514 -6.9043  -0.46
N -0.1175 3.6799 -7.1120  0.24
N -0.4956 1.4210 -6.8772  0.22
C 0.6562 2.1178 -3.2938  -0.49
O 0.2822 2.2580 -4.4263  0.08
O -0.0147 1.3984 -2.3702  -0.32
H 3.3503 2.5217 -1.3547  0.07
H 2.7503 1.1118 -1.9204  0.07
H 1.7243 3.7823 -2.5174  0.16
H 2.8495 1.7899 -4.4883  0.12
H 3.9263 2.9235 -3.6875  0.12
H 3.2042 4.7135 -5.0081  0.13
H 1.5266 4.1885 -4.9310  0.10
H 3.6243 2.8364 -6.6809  0.14
H 2.5462 4.0792 -7.2562  0.12
H 1.9240 1.2953 -6.5520  0.15
H 0.5043 4.4540 -7.2571  0.12
H -1.0940 3.8286 -7.2985  0.14
H -0.2051 0.5403 -6.4865  0.11
H -1.4884 1.5837 -6.8914  0.14
C 2.8760 -3.2051 6.7396  -0.16
Si 2.1024 -2.0565 5.5257  0.44
C 2.1709 -0.2535 5.9863  -0.18
C 0.3704 -2.5467 4.9881  -0.18
C 3.1569 -2.2182 3.8863  -0.46
Te 2.1961 -1.0849 2.4113  1.75
C 3.5572 0.5219 2.3464  -0.46
Si 5.4491 0.6580 1.9592  0.46
C 5.9562 2.0694 3.0401  -0.16
C 6.4274 -0.8909 2.3221  -0.16
C 5.5250 1.1572 0.1673  -0.17
H 2.4222 -3.0789 7.7275  0.06
H 3.9459 -3.0078 6.8431  0.05
H 2.7449 -4.2493 6.4474  0.05
H 1.6474 -0.0722 6.9294  0.06
H 1.6863 0.3779 5.2302  0.02
H 3.2023 0.0887 6.1185  0.05
H -0.1846 -3.0180 5.8025  0.05
H 0.4027 -3.2702 4.1648  0.02
H -0.2113 -1.6778 4.6651  0.03
H 3.1452 -3.2755 3.6042  0.03
H 4.1779 -1.8612 3.9971  0.02
H 3.4414 0.8511 3.3932  0.02
H 3.0548 1.2724 1.7285  -0.01
H 5.8288 1.8434 4.1023  0.05
H 5.3895 2.9756 2.8082  0.04
H 7.0154 2.2955 2.8798  0.06
H 7.1163 -0.6927 3.1482  0.05
H 7.0413 -1.1604 1.4565  0.06
H 5.8356 -1.7644 2.5946  0.00
H 4.9281 2.0632 0.0296  0.03
H 5.1726 0.3964 -0.5348  0.03
H 6.5558 1.4012 -0.1075  0.06
F 1.0370 -0.6632 -1.8537  -0.52
Te -0.8766 -0.5249 -2.8532  1.86
F -0.3362 -2.3474 -2.7268  -0.38
F -2.3832 -1.5084 -3.3480  -0.35
F 0.1825 -0.5719 -4.3695  -0.31
F -1.9313 0.7255 -3.7543  -0.34
O -1.4062 -0.3542 -1.1206  -0.61